{
  "formula": "C27H45N2O31PS9",
  "method": "ωB97M-V/def2-TZVPD",
  "smiles": "C#CC[C@@H](OC(=O)CCCSC(=S)n1ccnc1)P(C)O.O=S1(=O)OCCO1.O=S1(=O)OCCO1.O=S1(=O)OCCO1.O=S1(=O)OCCO1.O=S1(=O)OCCO1.O=S1(=O)OCCO1.O=S1(=O)OCCO1",
  "charge": 0,
  "orbital_gap_ev": 6.63,
  "largest_force_ha_per_bohr": 0.120,
  "elements": ["O", "H", "O", "H", "H", "H", "H", "O", "O", "H", "H", "S", "H", "S", "P", "H", "O", "C", "C", "C", "H", "H", "C", "H", "C", "H", "C", "S", "O", "O", "H", "O", "C", "O", "H", "H", "H", "C", "O", "C", "C", "H", "O", "H", "H", "H", "H", "O", "O", "O", "S", "C", "N", "C", "O", "C", "C", "H", "S", "H", "C", "O", "H", "O", "C", "O", "O", "H", "C", "H", "O", "H", "H", "H", "S", "S", "H", "O", "H", "H", "C", "H", "C", "S", "O", "H", "H", "O", "H", "H", "C", "C", "O", "O", "H", "O", "O", "H", "H", "H", "O", "C", "H", "C", "C", "O", "H", "C", "S", "C", "C", "O", "H", "O", "N"],
  "xyz": [[5.21609, 3.66825, -5.32210], [3.10822, 0.97427, 11.82888], [-4.21444, -3.48377, 1.17710], [-3.46637, -4.86452, -7.94422], [-5.34157, -5.62733, 4.53534], [-6.45178, -5.19480, -7.32469], [7.50968, 3.70435, -7.60896], [1.25429, -0.53650, -0.91579], [2.39361, 0.11379, 10.11033], [6.43403, 3.86753, -1.28568], [-1.50865, 3.14778, 3.56952], [2.48993, -0.05804, 0.00470], [-5.67921, -1.81274, 5.86833], [3.31682, 0.72698, 8.93283], [-2.17542, 1.03741, 3.45498], [-5.22729, 4.04540, -0.15978], [3.46762, -1.31722, -0.26928], [2.70716, -2.37285, -0.86532], [-4.49282, -0.41971, 2.47840], [-5.19015, -1.23282, 5.04180], [2.85881, 2.87575, 5.72290], [0.11629, 1.58809, 2.45234], [-6.01480, 1.96647, -0.28676], [2.05104, -1.31019, -2.63822], [-4.79012, -0.87095, 3.94544], [8.29723, 4.78880, -5.57463], [-0.74096, 0.89578, 2.20521], [5.04656, 4.65530, -4.30622], [-4.29314, 4.17268, 2.16803], [6.32413, 1.91798, 3.57166], [3.74596, 3.83675, -1.26810], [4.64743, 0.25844, 9.11438], [8.55380, 3.55554, -7.33771], [10.93757, 6.11588, -7.11744], [1.32530, 2.65246, 9.97994], [-4.51172, -6.89019, 3.59248], [-6.33545, -4.57885, -4.36850], [-5.32254, -3.32353, -2.68156], [9.39977, 4.43856, -8.07712], [-4.89093, 3.00695, 0.15752], [-3.34300, -5.08383, 3.86277], [-6.44994, 1.37806, 0.57298], [11.76768, 3.83433, -7.71361], [-3.38341, 1.05907, 1.28573], [-5.76327, -3.67671, -1.71737], [4.58290, 2.59469, -2.22984], [5.58370, 5.41096, -1.54193], [10.23009, 4.13914, -5.80860], [-4.13483, -6.69706, -7.30259], [-5.22151, -5.31534, 2.48393], [5.30769, 2.79268, 4.05598], [2.29034, 2.42504, 10.44029], [-4.38853, -2.30591, -2.95617], [-5.62442, -5.03730, -8.02238], [-2.81194, -4.99080, 2.53798], [1.64386, -1.66978, -1.68958], [-3.88892, -1.56352, -1.77903], [-3.91355, 2.78411, -0.36551], [-2.29192, -1.50268, -1.41732], [3.12064, 1.14910, 6.09442], [2.25750, 1.08400, 11.15079], [3.86150, 4.18120, -3.31558], [-3.49503, -4.06778, 4.23854], [-5.89496, -8.27495, -8.00625], [3.38876, 1.96814, 5.41918], [-1.96893, 2.55148, 4.19678], [-5.70707, -6.03841, -9.03977], [3.34560, -3.01611, -1.46877], [8.82590, 3.88254, -5.88137], [8.55418, 3.06296, -5.21716], [-4.70339, 2.01874, 2.63114], [-6.87289, 2.54561, -0.76310], [2.57367, 3.23871, 11.10694], [8.84768, 2.52895, -7.57416], [10.75207, 4.70915, -7.23006], [-4.03271, -4.86433, 1.48692], [3.40763, 0.60584, 3.73417], [-3.87165, -5.86234, 0.48533], [-6.29053, 0.91718, -2.26894], [-1.17169, 1.19441, 1.18902], [-4.66431, -5.81335, 3.70258], [-3.34345, -1.28213, -4.65604], [-5.48137, 1.00944, -1.47951], [-5.22659, -0.70366, -0.80370], [2.06772, -0.10959, 1.36757], [2.25748, -2.96043, -0.06016], [-4.25037, -4.85433, -6.34443], [3.95374, 2.51377, 3.21597], [-5.49588, -0.27227, 1.95954], [1.33221, 0.92868, 11.70347], [5.74065, 4.40211, -1.93306], [-4.60738, 3.08491, 1.71543], [-3.99225, -7.74437, -9.53947], [4.85880, 6.03687, -4.59585], [2.06755, 1.77708, 3.69710], [4.79524, 2.23030, 5.48191], [3.07456, 1.10030, -0.58132], [-3.95972, -1.21434, 1.86960], [-2.65239, -5.61229, 4.51819], [-0.42241, -0.18491, 2.08997], [6.27037, 4.51867, -3.25656], [-4.28663, -5.27504, -7.34898], [-4.53949, 1.43595, -1.93450], [-5.59723, -3.77270, -4.09993], [-4.05079, -2.07057, -4.30351], [2.61495, 0.59530, 7.69621], [-5.70130, -4.04120, -8.45483], [4.42371, 3.66803, -2.10371], [-4.93252, -7.36843, -8.53851], [-3.73665, 0.97138, 2.37416], [3.11237, 1.63238, 3.96596], [5.49009, 4.20214, 4.15766], [0.78446, -2.31111, -1.88406], [3.25664, 2.27338, 9.39806], [-4.81190, -2.99328, -4.99539]],
  "forces_ev_per_a": [[0.14, 0.51, 0.10], [-0.06, 0.05, 0.01], [-0.09, -0.42, -0.35], [-0.06, 0.03, 0.01], [-0.09, 0.13, -0.24], [0.05, 0.08, 0.01], [0.15, 0.21, -0.09], [0.34, 0.08, 0.67], [-0.01, 0.38, -0.75], [0.09, -0.01, -0.27], [-0.55, -0.04, 0.54], [0.06, -0.61, -0.05], [1.00, 1.32, -1.14], [-0.01, 0.15, 0.78], [0.94, -0.70, 1.81], [0.69, -1.29, 0.68], [-0.38, 0.76, -0.28], [-0.44, -0.43, 0.22], [-0.26, 0.14, 1.03], [-0.27, -0.86, -0.88], [-0.01, -0.03, -0.01], [-0.90, -0.97, -0.17], [0.21, 0.01, -1.16], [-0.01, -0.06, 0.02], [-0.33, 0.04, -0.58], [-0.03, -0.07, -0.01], [-1.14, 0.48, -1.20], [-0.12, 0.02, 0.72], [-0.63, -1.72, -0.78], [-0.12, 0.53, 0.19], [-0.08, 0.06, -0.23], [-0.46, 0.16, -0.46], [-0.05, -0.62, 0.12], [0.13, -0.49, -0.23], [0.02, 0.00, 0.06], [0.00, 0.04, 0.04], [1.22, 1.13, -0.06], [-0.20, -0.46, -6.14], [0.39, 0.44, 0.52], [-0.63, -0.71, 0.38], [-0.30, 0.47, 0.52], [0.63, 0.59, -0.89], [-0.15, 0.48, 0.25], [-0.58, -0.23, 1.17], [0.92, 0.83, -0.98], [-0.03, 0.05, 0.09], [0.00, -0.07, 0.04], [0.26, -0.07, -0.72], [-0.66, -0.35, -0.43], [0.52, 0.53, -0.35], [-0.49, -0.33, 0.29], [-0.64, 0.10, 0.12], [0.55, 1.08, 2.98], [-0.22, 0.11, 0.59], [-0.51, -0.33, -0.58], [0.30, -0.32, -0.65], [0.42, 0.65, -1.02], [-1.02, 0.23, 0.64], [-1.68, 0.07, -0.26], [0.48, 0.55, -0.68], [0.38, 0.25, 0.48], [0.56, 0.52, -0.41], [-0.02, -0.06, 0.04], [0.49, 0.08, -0.26], [-0.67, 0.00, -0.18], [0.23, -0.68, -2.02], [0.63, -0.43, 0.00], [0.15, 0.24, 0.09], [-0.60, 0.26, 0.08], [0.23, 0.05, -0.01], [0.47, 0.39, -1.58], [1.06, -0.70, 0.81], [0.20, -0.05, -0.19], [-0.06, 0.01, 0.05], [-0.35, -0.20, 0.07], [0.07, -0.32, 0.73], [-0.11, 0.03, 0.02], [0.02, 0.61, 0.09], [1.14, 0.22, 0.84], [0.84, -0.23, 1.04], [0.27, -0.52, 0.30], [-0.89, -1.07, 0.43], [-0.66, 0.42, -0.32], [0.89, -0.31, -0.19], [0.24, 0.40, -0.58], [0.00, -0.03, -0.08], [0.00, -0.23, -0.12], [0.42, 0.51, 0.37], [1.28, -0.21, 0.79], [0.00, -0.17, -0.24], [-0.31, 0.41, 0.51], [0.67, 2.14, 0.86], [-0.49, -0.07, 0.24], [-0.01, -0.58, -0.27], [0.17, 0.16, -0.13], [0.35, 0.01, -0.83], [-0.13, -0.23, 0.46], [-0.49, 0.86, 1.09], [0.10, -0.03, -0.29], [-0.23, 1.39, 0.46], [-0.45, -0.40, -0.61], [0.29, 0.54, -0.08], [-1.03, -0.61, 0.51], [1.61, 2.13, 3.07], [-3.17, -3.66, 1.01], [0.11, -0.54, 1.19], [0.02, -0.19, -0.18], [0.29, -0.56, 0.33], [-0.01, 0.42, 0.22], [-0.29, -0.24, -2.04], [0.08, -0.57, 0.26], [0.15, -0.45, -0.28], [-0.07, 0.20, 0.15], [0.20, -0.75, -0.05], [0.13, 0.54, 1.43]]
}